No. 1
Below is a molecular structure, C37H31N9OPRuSSe2 at a distorted geometry, with properties calculated with ωB97M-V/def2-TZVPD.

Properties
Multiplicity: 2
HOMO level (alpha / beta) in eV: -12.6 / -12.6
Total charge: +2
LUMO (alpha / beta) in eV: -7.487 / -7.232
M in g mol⁻¹: 939.748
DFT total energy in Eh: -7633.484510
ΔE to the lowest compared entry with this formula, charge and spin in kcal per mole: 27.8
Largest force on an atom in eV Å⁻¹: 1.45

Last column: Mulliken spin population.
CARTESIAN COORDINATES (ANGSTROEM)
C -1.671 -2.561 -4.685  0.00
C -3.384 6.599 -2.675  0.00
H -6.683 -0.638 -5.073  0.00
H -1.790 3.163 -3.384  0.00
C -1.400 0.280 6.247  0.00
C 3.773 -2.381 -0.465  0.00
H -3.945 -3.938 -5.296  0.00
H -6.762 -0.773 0.166  0.00
N -0.424 -1.507 -1.467  0.04
H -2.514 0.011 -4.464  0.00
C -2.035 6.398 -2.420  0.00
H -7.461 -2.727 1.505  0.00
H -1.432 7.215 -2.039  0.00
C 0.044 2.862 -0.988  -0.01
N 0.469 1.617 -1.145  -0.01
C -3.584 4.327 -3.400  0.00
C -4.841 -0.628 1.101  0.00
H 4.190 -4.397 0.171  0.00
H 4.337 -2.466 -1.384  0.00
H -5.927 -3.702 3.178  0.00
H 1.988 -2.017 2.785  0.00
H 1.535 0.775 -2.825  0.00
H -0.986 -2.082 -5.384  0.00
C -4.370 -2.289 2.803  0.00
H 0.628 5.251 -3.216  0.00
C -1.451 5.159 -2.656  0.00
C -2.226 4.129 -3.162  0.00
C -4.856 1.225 -4.459  0.00
C -4.170 5.563 -3.152  0.00
N 0.991 2.795 -2.965  0.00
C -1.393 -0.285 4.979  0.00
H -5.228 5.692 -3.339  0.00
C -4.396 3.214 -3.877  0.00
C -0.766 -2.825 -1.322  0.00
C -5.622 -2.840 2.601  0.00
H -0.455 3.263 -0.120  0.00
N 0.358 3.572 -2.065  0.00
C -2.323 1.264 6.565  0.00
H -0.677 -1.054 4.722  0.00
H -6.238 -3.049 -5.507  0.00
N -5.661 3.179 -4.117  0.00
H -0.683 -0.054 6.985  0.00
C -4.131 -2.882 -5.145  0.00
C 3.707 -3.461 0.405  0.00
H -3.969 1.476 3.612  0.00
H -3.974 2.454 5.876  0.00
H -1.653 -3.636 -4.840  0.00
H 2.952 -4.090 2.335  0.00
Se -0.813 -1.985 1.997  -0.03
Ru 0.042 -0.127 0.225  0.89
C -3.077 -2.030 -4.846  0.00
H -3.827 7.568 -2.488  0.00
H -3.692 -2.723 3.529  0.00
N -1.171 -2.348 -3.319  0.00
N 2.458 -2.135 1.891  0.00
C -0.702 -1.250 -2.745  0.00
H 3.204 -0.316 -0.780  0.00
H -2.325 1.700 7.556  0.00
P -2.353 -0.495 2.363  -0.02
C -3.252 1.690 5.622  0.00
C -4.621 -0.187 -4.728  0.00
C 3.033 -3.307 1.595  0.00
H -0.544 -0.310 -3.243  0.00
C -6.094 -1.193 0.906  0.00
C 2.465 -1.058 1.066  0.01
C -3.253 1.138 4.354  0.00
S 1.831 0.458 1.653  0.04
C -5.680 -1.042 -5.027  0.00
H -0.662 -3.381 -0.409  0.00
C -3.987 -1.176 2.053  0.00
O -3.818 2.004 -4.071  0.00
C 3.144 -1.184 -0.140  -0.01
C -3.326 -0.679 -4.659  0.00
C -6.483 -2.291 1.657  0.00
N -1.216 -3.357 -2.423  0.00
C -2.320 0.148 4.039  0.00
C 0.021 4.964 -2.360  0.00
H 0.312 5.583 -1.513  0.00
Se -1.938 1.162 0.967  0.07
C 1.051 1.628 -2.377  0.00
N -5.960 1.887 -4.494  0.00
H -4.534 0.229 0.516  0.00
C -5.424 -2.383 -5.252  0.00


No. 2
Below is a molecular structure, C37H31NO2P2PdSi, with properties calculated with ωB97M-V/def2-TZVPD.

Properties
HOMO level in eV: -7.4
LUMO in eV: 0.117
M in g mol⁻¹: 718.114
DFT total energy in Eh: -2733.866028
ΔE to the lowest compared entry with this formula, charge and spin in kcal per mole: 20.6
Largest force on an atom in eV Å⁻¹: 0.91

Last column: Löwdin charge in e.
CARTESIAN COORDINATES (ANGSTROEM)
C 1.028 -0.587 4.412  -0.09
C -2.964 -1.550 0.849  -0.36
C -3.645 3.862 1.510  -0.07
H 1.936 1.292 -3.993  0.10
H 3.969 -1.786 -1.806  0.10
H 3.841 1.238 -0.633  0.11
C -1.554 2.766 -2.798  -0.19
C 4.929 -1.102 -3.594  -0.08
Si -1.140 1.854 -1.218  0.48
C 0.307 0.568 2.431  -0.09
C -2.900 3.609 0.368  -0.08
H 2.239 4.939 0.788  0.10
H 1.312 -4.781 -0.025  0.11
N -2.132 -0.867 -3.325  -0.44
H 1.817 1.300 3.753  0.11
C 3.798 0.632 -4.809  -0.08
C -3.222 1.632 2.304  -0.08
Pd -1.154 -0.337 -1.473  0.43
H 0.384 1.427 1.775  0.10
C 1.713 1.461 -0.825  -0.37
C -0.614 -0.444 2.159  -0.31
H 1.661 -0.640 5.288  0.10
C 2.096 3.968 0.332  -0.07
H -6.273 -2.164 1.218  0.10
H -4.361 3.092 3.381  0.11
H 5.668 -0.237 -5.412  0.10
C 2.819 -2.283 1.688  -0.08
C 2.832 -0.240 -2.774  -0.36
H -3.107 -4.890 0.290  0.11
C 3.913 -1.104 -2.646  -0.08
H -5.506 -4.459 0.731  0.10
C -5.223 -2.358 1.044  -0.07
P -1.734 -0.222 0.730  0.99
C 1.670 -3.788 0.214  -0.08
C 2.781 0.622 -3.871  -0.10
C -4.792 -3.647 0.770  -0.08
C 0.616 2.320 -0.664  -0.29
H -2.585 2.603 -3.112  0.04
H 5.763 -1.783 -3.484  0.10
C -3.447 -3.890 0.525  -0.07
C -2.315 2.359 0.170  -0.28
C 1.116 0.500 3.552  -0.08
C -3.795 2.881 2.483  -0.07
C 1.422 -2.739 -0.658  -0.12
H -1.495 -3.037 0.326  0.10
O -2.847 -0.588 -4.256  -0.05
H -4.664 -0.305 1.279  0.10
C -2.538 -2.846 0.553  -0.12
H 0.852 -2.918 -1.565  0.10
C 2.368 -3.559 1.392  -0.08
H -1.417 -2.319 2.848  0.10
H 4.175 3.433 0.433  0.10
H -3.333 0.866 3.064  0.12
P 1.429 -0.179 -1.603  1.05
C 1.885 -1.451 -0.374  -0.39
H -2.775 4.394 -0.371  0.10
C 4.876 -0.235 -4.673  -0.09
H -4.105 4.831 1.651  0.11
C 2.579 -1.233 0.811  -0.09
C 2.989 1.883 -0.451  -0.09
H 3.746 1.307 -5.653  0.10
H -0.003 4.247 0.072  0.10
H 2.550 -4.374 2.081  0.10
H -0.897 2.451 -3.609  0.03
H -1.395 3.837 -2.634  0.03
O -2.077 -2.065 -2.901  -0.19
C 3.181 3.123 0.137  -0.07
H 2.926 -0.240 1.066  0.09
C -0.700 -1.530 3.027  -0.07
C 0.122 -1.602 4.144  -0.08
C -2.517 1.368 1.134  -0.37
C -4.314 -1.310 1.083  -0.07
H 3.352 -2.095 2.611  0.11
C 0.833 3.570 -0.077  -0.10
H 0.042 -2.450 4.811  0.11


No. 3
Below is a molecular structure, C37H32AsIrN5O2, with properties calculated with ωB97M-V/def2-TZVPD.

Properties
HOMO level in eV: -10.4
Total charge: +1
LUMO in eV: -4.528
M in g mol⁻¹: 845.835
DFT total energy in Eh: -4193.336321
ΔE to the lowest compared entry with this formula, charge and spin in kcal per mole: 1.5
Largest force on an atom in eV Å⁻¹: 0.34

Last column: Löwdin charge in e.
CARTESIAN COORDINATES (ANGSTROEM)
C 0.869 3.956 1.567  -0.01
C 0.972 -1.686 -2.977  -0.15
C 3.616 -0.732 4.827  -0.07
N 0.340 1.543 -1.187  -0.12
H 2.946 -1.688 -2.461  0.07
C -1.234 -2.406 3.369  -0.02
N 0.472 1.529 1.402  -0.18
H 1.436 -3.067 2.153  0.08
C 0.545 2.763 -0.577  -0.25
H 0.568 -0.984 -3.709  0.10
H -1.386 -1.822 5.430  0.12
C 0.118 1.489 -2.594  -0.32
C 4.029 0.171 -0.186  -0.37
C -0.802 -2.020 2.111  -0.10
H -0.511 1.180 -6.393  0.11
C 2.203 -4.837 1.248  -0.05
C 3.806 1.341 -0.899  -0.12
H 7.401 0.037 -0.378  0.11
H 3.166 1.831 1.980  0.10
C 3.038 -0.249 2.545  -0.35
C 0.666 2.785 0.832  -0.21
As 2.578 -0.705 0.720  1.32
H 1.668 2.003 -5.563  0.11
C 2.084 -3.463 1.386  -0.12
C 2.806 -2.609 0.557  -0.34
H 0.491 4.052 -2.305  0.11
H 1.132 6.071 1.427  0.11
C 0.614 4.005 -1.233  0.00
H 4.122 0.952 6.050  0.11
H 3.830 2.591 4.217  0.11
H 5.508 -1.176 0.619  0.11
C -1.114 1.049 -3.064  -0.03
C 0.826 5.155 -0.504  -0.05
H 7.010 2.102 -1.676  0.11
N 2.135 -1.102 -2.309  0.02
O -1.013 -2.869 -2.477  0.08
H 3.107 -2.231 3.392  0.09
H -2.293 0.581 -4.786  0.11
C 3.053 -5.366 0.289  -0.06
C 1.117 1.841 -3.499  -0.07
C 4.882 2.037 -1.433  -0.06
C -0.135 0.054 2.936  -0.31
H -1.884 0.781 -2.352  0.12
C -0.336 1.271 -5.329  -0.07
C -0.522 -0.280 4.220  0.02
O -0.311 -1.515 -0.888  -0.26
C 3.269 1.107 2.782  -0.12
C 6.173 1.562 -1.255  -0.06
C 5.324 -0.291 0.021  -0.10
C -1.066 -1.537 4.438  -0.02
C 3.232 -1.171 3.565  -0.08
C 6.394 0.401 -0.528  -0.06
H 0.936 3.897 2.645  0.12
C 3.795 -4.520 -0.521  -0.05
C 3.672 -3.145 -0.391  -0.11
H -1.692 -3.375 3.498  0.12
H 3.769 -1.453 5.618  0.11
H 3.141 -6.438 0.177  0.11
N 0.244 1.374 2.641  0.14
H 2.355 -0.202 -2.719  0.05
H 4.470 -4.930 -1.260  0.11
N -0.225 -0.834 1.914  -0.07
H 2.068 2.210 -3.133  0.11
H 1.635 -5.493 1.892  0.11
C 0.888 1.731 -4.863  -0.07
H 4.264 -2.493 -1.019  0.09
Ir 0.371 0.044 0.152  1.29
H -0.421 0.454 5.005  0.13
H 1.230 -2.589 -3.531  0.13
C -0.200 -2.068 -2.082  -0.61
H 2.797 1.705 -1.038  0.07
H 4.710 2.952 -1.985  0.11
C 3.651 1.539 4.041  -0.06
H -0.887 -2.644 1.230  0.12
H 0.879 6.100 -1.030  0.12
C 0.968 5.147 0.892  -0.07
C -1.337 0.936 -4.428  -0.06
C 3.816 0.617 5.067  -0.06


Look up the DFT total energy of the first one.
-7633.484510 Eh


Which of these has the highest M?
C37H31N9OPRuSSe2


Among the records above, which one has the lowest M?
C37H31NO2P2PdSi


What is the ΔE to the lowest compared entry with this formula, charge and spin in the first record?
27.8 kcal per mole